One molecule with the formula C17H23BrN4O2. Source: the OMol25 dataset; level of theory: ωB97M-V with the def2-TZVPD basis set.

Values from the calculation:
electronic energy	-3605.06016	hartree
net charge	0
molecular weight	395.30	g/mol
largest force on an atom	6.52	eV/Å
SMILES	O=C(Nc1ccc(Br)nc1)C(=O)N[C@@H]1CCNC2(CCCCC2)C1

Each line ends with the Löwdin charge.
CARTESIAN COORDINATES (ANGSTROEM)
O1 3.160 0.339 0.980  0.0685
C1 2.565 1.400 1.120  -0.2894
N1 3.258 2.649 1.399  0.1220
C2 4.646 2.766 1.531  -0.2361
C3 5.115 4.076 1.640  -0.0213
C4 6.448 4.335 2.105  -0.1152
C5 7.328 3.233 2.390  -0.8726
Br1 8.933 3.654 2.998  0.8521
N2 6.905 1.929 2.132  0.0437
C6 5.596 1.700 1.707  -0.0332
C7 1.052 1.286 0.890  -0.2874
O2 0.480 2.413 0.837  0.0188
N3 0.352 0.053 0.661  0.0736
C8 -1.007 -0.134 0.293  -0.3159
C9 -1.711 -0.008 1.648  -0.1175
C10 -3.245 -0.305 1.437  -0.1663
N4 -3.489 -1.540 0.609  -0.0340
C11 -2.821 -1.761 -0.652  -0.4994
C12 -3.455 -0.822 -1.793  -0.1011
C13 -2.838 -1.079 -3.178  -0.2130
C14 -2.935 -2.526 -3.559  -0.2143
C15 -2.430 -3.487 -2.477  -0.1618
C16 -2.997 -3.156 -1.056  -0.1604
C17 -1.291 -1.556 -0.337  -0.0360
H1 2.676 3.474 1.582  0.1434
H2 4.337 4.932 1.488  0.1454
H3 6.823 5.348 2.202  0.0827
H4 5.357 0.670 1.510  0.0904
H5 1.015 -0.729 0.584  0.1452
H6 -1.192 0.677 -0.394  0.1451
H7 -1.277 -0.650 2.494  0.1450
H8 -1.640 1.090 1.892  0.1203
H9 -3.754 0.536 0.932  0.1036
H10 -3.854 -0.616 2.313  0.1153
H11 -4.478 -1.767 0.550  0.1107
H12 -4.557 -0.906 -1.832  0.1227
H13 -3.264 0.257 -1.648  0.1068
H14 -1.835 -0.744 -3.187  0.0940
H15 -3.374 -0.467 -3.920  0.1180
H16 -2.368 -2.574 -4.461  0.0986
H17 -3.932 -2.792 -3.859  0.1064
H18 -1.387 -3.341 -2.427  0.0770
H19 -2.580 -4.499 -2.859  0.1119
H20 -2.610 -3.855 -0.275  0.1264
H21 -4.112 -3.489 -1.062  0.1471
H22 -0.871 -2.282 0.345  0.1204
H23 -0.738 -1.732 -1.293  0.1198

One molecule with the formula C2H3Br2NO. Source: the OMol25 dataset; level of theory: ωB97M-V with the def2-TZVPD basis set.

Values from the calculation:
electronic energy	-5355.86411	hartree
net charge	0
molecular weight	216.86	g/mol
largest force on an atom	5.63	eV/Å

Each line ends with the Löwdin charge.
CARTESIAN COORDINATES (ANGSTROEM)
C1 1.529 0.347 0.470  -0.7002
C2 0.131 -0.179 0.502  0.0130
N1 2.351 -0.543 -0.128  -0.3236
O1 1.821 1.459 0.840  0.0738
Br1 6.579 0.518 -0.027  -0.1001
Br2 4.114 -0.892 0.071  0.7932
H1 -0.107 -0.018 1.473  0.0522
H2 0.180 -1.137 0.220  0.0277
H3 -0.529 0.549 -0.190  0.1641

A 3-piece molecular cluster, C19H20N2O4 overall. Source: the OMol25 dataset; level of theory: ωB97M-V with the def2-TZVPD basis set.

Values from the calculation:
electronic energy	-1146.37793	hartree
net charge	0
molecular weight	340.38	g/mol
largest force on an atom	1.08	eV/Å
SMILES	Cc1cccc(COC(=O)OO)c1.c1ccncc1.c1ccncc1

Each line ends with the Löwdin charge.
CARTESIAN COORDINATES (ANGSTROEM)
C1 3.550 -3.732 -1.181  -0.0528
C2 2.470 -2.882 -0.572  -0.2684
C3 2.695 -1.526 -0.339  -0.0468
C4 1.708 -0.744 0.249  -0.0632
C5 0.483 -1.282 0.599  -0.0333
C6 0.257 -2.637 0.368  -0.1892
C7 -1.081 -3.179 0.760  -0.0767
O1 -1.520 -4.145 -0.239  0.0498
C8 -2.829 -4.178 -0.385  -0.6023
O2 -3.624 -4.144 0.493  0.1652
O3 -3.157 -4.300 -1.704  0.0250
O4 -4.478 -3.852 -1.909  0.0334
C9 1.242 -3.425 -0.213  0.0077
H1 3.307 -4.057 -2.191  0.0806
H2 4.491 -3.194 -1.230  0.0697
H3 3.689 -4.628 -0.578  0.0791
H4 3.635 -1.075 -0.619  0.1021
H5 1.932 0.300 0.418  0.0761
H6 -0.295 -0.668 1.026  0.0855
H7 -1.077 -3.670 1.729  0.1427
H8 -1.798 -2.368 0.770  0.1031
H9 -4.357 -2.930 -2.178  0.1135
H10 1.038 -4.473 -0.386  0.1243
C10 -4.285 2.169 -0.687  -0.0790
C11 -4.295 0.917 -0.093  -0.0697
C12 -3.124 0.454 0.488  -0.1488
N1 -1.985 1.147 0.508  0.0651
C13 -1.996 2.346 -0.065  -0.1424
C14 -3.111 2.904 -0.673  -0.0649
H11 -5.179 2.566 -1.150  0.1056
H12 -5.190 0.310 -0.079  0.1025
H13 -3.093 -0.520 0.964  0.0947
H14 -1.057 2.884 -0.039  0.0778
H15 -3.058 3.886 -1.122  0.1026
C15 3.262 5.376 1.078  -0.0795
C16 3.988 4.317 0.559  -0.0709
C17 3.325 3.127 0.299  -0.1508
N2 2.025 2.941 0.523  0.0596
C18 1.345 3.971 1.022  -0.1546
C19 1.908 5.203 1.316  -0.0674
H16 3.743 6.321 1.294  0.1054
H17 5.046 4.408 0.359  0.1013
H18 3.857 2.274 -0.109  0.1017
H19 0.292 3.786 1.200  0.0845
H20 1.301 6.002 1.719  0.1021

A 2-piece molecular cluster, C5H11NO2 overall. Source: the OMol25 dataset; level of theory: ωB97M-V with the def2-TZVPD basis set.

Values from the calculation:
electronic energy	-402.04079	hartree
net charge	0
molecular weight	117.15	g/mol
largest force on an atom	3.25	eV/Å

Each line ends with the Löwdin charge.
CARTESIAN COORDINATES (ANGSTROEM)
C1 0.880 0.202 0.657  -0.0498
C2 0.412 -0.349 -0.704  -0.3920
C3 -0.709 -1.416 -0.554  -0.0423
C4 -0.310 -2.625 0.193  -0.3543
O1 0.753 -2.813 0.703  0.0593
N1 0.109 0.659 -1.623  0.1517
C5 -0.601 1.712 -1.053  -0.1001
O2 0.403 2.403 1.861  -0.3184
H1 1.210 -0.498 1.405  0.0867
H2 1.595 1.010 0.540  0.0845
H3 0.046 0.737 1.111  0.0401
H4 1.210 -1.008 -1.087  0.1408
H5 -0.375 -2.275 -1.244  0.1510
H6 -1.734 -1.143 -0.755  0.1266
H7 -1.076 -3.414 0.273  0.1390
H8 -1.517 1.471 -0.500  0.1285
H9 -0.029 2.199 -0.193  0.1177
H10 -0.780 2.467 -1.808  0.0890
H11 0.512 2.681 2.779  -0.0579

C23H43FeN2OP3Se as an isolated structure. Source: the OMol25 dataset; level of theory: ωB97M-V with the def2-TZVPD basis set.

Values from the calculation:
electronic energy	-5775.08223	hartree
multiplicity	6
net charge	+3
molecular weight	591.34	g/mol
largest force on an atom	2.85	eV/Å

Each line ends with the Löwdin charge.
CARTESIAN COORDINATES (ANGSTROEM)
Fe1 0.270 -1.004 0.138  0.2005
P1 1.245 -3.051 0.467  0.7633
P2 2.296 0.502 -0.793  0.8371
P3 -2.060 -1.105 0.052  0.7567
H1 -0.270 1.855 -3.436  0.0304
C1 -1.267 2.092 -3.024  -0.1057
C2 -1.432 3.120 -2.159  -0.0163
H2 -0.597 3.750 -1.848  0.0602
C3 1.218 -4.069 -1.069  -0.2348
C4 2.979 -2.908 1.064  -0.2370
C5 0.153 -3.780 1.751  -0.2346
C6 2.161 2.168 -1.586  -0.2273
C7 3.612 0.875 0.436  -0.2355
C8 3.205 -0.343 -2.163  -0.2283
C9 -3.166 0.232 -0.514  -0.2241
C10 -2.821 -1.391 1.710  -0.1974
C11 -2.677 -2.504 -0.944  -0.2696
H3 -2.074 1.428 -3.281  0.0385
H4 -2.392 3.330 -1.682  0.0724
H5 1.709 -5.067 -0.951  0.0833
H6 1.751 -3.498 -1.845  0.0276
H7 0.161 -4.215 -1.374  0.0413
H8 3.464 -3.871 1.326  0.0765
H9 2.970 -2.247 1.962  0.0442
H10 3.572 -2.416 0.264  0.0382
H11 0.505 -4.775 2.094  0.0754
H12 -0.862 -3.882 1.322  0.0362
H13 0.107 -3.089 2.619  0.0547
H14 3.051 2.458 -2.160  0.0732
H15 2.012 2.939 -0.824  0.0587
H16 1.302 2.224 -2.266  0.0024
H17 4.570 1.229 0.019  0.0838
H18 3.806 -0.032 1.012  0.0263
H19 3.225 1.631 1.127  0.0577
H20 3.929 0.316 -2.658  0.0708
H21 2.476 -0.685 -2.901  0.0051
H22 3.735 -1.211 -1.767  0.0403
H23 -4.105 -0.250 -0.834  0.0747
H24 -2.729 0.796 -1.350  0.0054
H25 -3.391 0.907 0.321  0.0368
H26 -3.692 -2.040 1.563  0.0734
H27 -3.127 -0.419 2.106  0.0358
H28 -2.110 -1.867 2.394  0.0380
H29 -3.766 -2.482 -0.860  0.0630
H30 -2.273 -3.434 -0.517  0.0412
H31 -2.337 -2.378 -1.982  -0.0322
C12 -0.758 -1.176 -5.527  -0.5808
C13 -0.954 0.203 -5.832  -0.0910
C14 -1.190 0.659 -7.117  0.0029
C15 -1.248 -0.254 -8.198  0.0556
C16 -0.995 -1.621 -7.942  0.0011
C17 -0.762 -2.068 -6.645  -0.0610
Se1 -0.400 -1.700 -3.787  1.1088
H32 1.715 -0.539 0.613  -0.0427
H33 -0.899 0.906 -5.015  0.0468
H34 -1.326 1.731 -7.280  0.1398
H35 -1.455 0.107 -9.211  0.1464
H36 -0.979 -2.344 -8.763  0.1411
H37 -0.549 -3.117 -6.436  0.1210
N1 -2.833 3.049 4.493  0.1901
C18 -2.617 2.338 3.325  -0.4588
O1 -3.524 2.094 2.537  0.0635
C19 -1.238 1.789 3.201  -0.0885
C20 -0.387 1.634 4.313  0.0437
C21 0.767 0.893 4.137  0.0010
C22 1.011 0.258 2.907  -0.1014
N2 0.156 0.337 1.854  -0.0506
C23 -0.848 1.249 1.970  -0.0631
H38 -3.757 3.427 4.685  0.1378
H39 -2.095 3.399 5.071  0.0957
H40 -0.641 2.076 5.275  0.1323
H41 1.487 0.769 4.934  0.1282
H42 1.906 -0.344 2.740  0.0941
H43 -1.412 1.504 1.073  0.1077